Below is a cluster of 10 separate species, C40H105N5O20 in total in a non-equilibrium geometry, with properties calculated with ωB97M-V with the def2-TZVPD basis set.

Structure (XYZ):
```
170
Properties=species:S:1:pos:R:3:forces:R:3:lowdin_charge:R:1
C 3.986 4.392 -4.043 -0.7 0.6 -0.7 -0.103
O 3.349 4.926 -2.921 -0.5 0.3 0.6 -0.184
C 3.891 4.551 -1.670 1.2 0.9 -0.1 -0.219
C 2.853 3.825 -0.894 0.0 -0.9 0.6 -0.240
N 1.809 4.712 -0.467 -0.1 0.8 0.3 -0.074
C 0.737 4.005 0.237 0.4 0.0 -1.2 -0.203
C -0.409 4.891 0.627 0.0 0.7 -0.6 -0.216
O -0.194 5.688 1.777 0.3 -0.4 0.9 -0.217
C 1.034 6.445 1.830 -0.6 0.3 -1.1 -0.075
H 3.592 3.423 -4.370 0.5 -0.4 0.7 0.091
H 5.050 4.461 -3.840 0.3 -0.5 -0.7 0.080
H 3.672 5.024 -4.880 0.5 0.3 0.0 0.088
H 4.222 5.450 -1.116 -0.7 0.1 -0.1 0.130
H 4.880 4.077 -1.769 -0.6 -0.8 -0.3 0.101
H 3.313 3.376 -0.003 0.0 0.0 0.0 0.119
H 2.406 3.017 -1.493 0.4 -0.2 -0.1 0.120
H 1.439 5.155 -1.305 -0.1 0.0 0.2 0.122
H 1.158 3.479 1.096 0.0 -0.1 0.0 0.115
H 0.335 3.283 -0.484 -0.2 -0.5 0.3 0.125
H -1.292 4.267 0.764 0.0 0.1 0.5 0.124
H -0.673 5.571 -0.199 0.2 -0.2 -0.1 0.132
H 1.849 5.955 2.371 -0.3 -0.1 0.2 0.089
H 0.747 7.410 2.250 0.3 -0.1 0.3 0.086
H 1.406 6.610 0.809 -0.1 0.0 0.4 0.074
C -5.156 -3.265 -9.033 0.8 -1.0 -1.7 -0.152
O -4.691 -3.204 -7.744 0.4 0.2 1.1 -0.186
C -3.273 -3.164 -7.671 0.1 1.6 -0.6 -0.223
C -2.898 -2.783 -6.256 0.1 -1.6 0.7 -0.240
N -2.795 -1.348 -6.092 0.3 0.0 0.7 -0.054
C -2.787 -0.880 -4.650 -1.6 0.6 -1.0 -0.189
C -1.918 -1.546 -3.624 1.0 -1.2 -2.3 -0.247
O -2.533 -2.722 -3.164 -0.4 0.0 1.2 -0.185
C -1.892 -3.189 -1.992 0.3 -0.1 0.1 -0.101
H -4.610 -2.634 -9.757 -0.2 0.6 0.5 0.087
H -6.213 -3.056 -9.057 -0.3 -0.1 0.0 0.086
H -4.902 -4.257 -9.452 -0.7 -0.1 0.1 0.091
H -2.962 -2.312 -8.310 0.1 -0.3 0.0 0.121
H -2.765 -4.034 -8.103 -0.4 -0.4 0.4 0.125
H -1.975 -3.289 -5.952 0.2 0.3 -0.2 0.116
H -3.652 -3.266 -5.603 0.0 0.3 -0.1 0.127
H -3.699 -1.018 -6.426 0.3 0.3 -0.2 0.099
H -3.856 -0.977 -4.389 0.4 0.4 0.8 0.117
H -2.504 0.177 -4.702 -0.2 -0.1 0.1 0.112
H -1.516 -0.880 -2.860 -0.5 0.1 0.3 0.123
H -1.062 -1.900 -4.238 0.4 0.4 0.5 0.130
H -0.835 -3.423 -2.190 -0.1 0.0 0.0 0.100
H -2.375 -4.094 -1.625 -0.2 0.0 -0.3 0.080
H -1.930 -2.447 -1.182 0.0 0.0 -0.2 0.059
C -4.890 -1.435 2.472 -1.7 2.1 1.3 -0.137
O -4.166 -2.600 2.488 -0.2 -0.1 0.3 -0.148
C -3.924 -3.082 1.228 2.4 -0.4 -1.8 -0.267
C -3.241 -4.427 1.304 0.2 -0.9 0.5 -0.189
N -4.230 -5.498 1.419 0.7 -0.3 -1.2 -0.051
C -4.878 -5.611 2.671 -0.5 0.3 2.1 -0.254
C -5.530 -6.975 2.857 -0.5 0.9 -0.7 -0.241
O -4.668 -8.067 2.999 0.1 -0.6 0.2 -0.178
C -4.074 -8.126 4.279 0.2 0.9 0.4 -0.113
H -4.909 -1.043 3.494 0.1 -0.2 0.0 0.094
H -5.956 -1.541 2.208 0.2 -0.5 -0.1 0.093
H -4.584 -0.554 1.881 0.8 -0.7 -0.4 0.091
H -3.170 -2.450 0.724 -0.3 0.4 0.1 0.088
H -4.747 -3.143 0.512 -0.6 0.0 0.5 0.126
H -2.493 -4.471 2.123 -0.5 0.4 0.2 0.125
H -2.576 -4.589 0.449 -0.6 0.0 -0.3 0.093
H -3.834 -6.403 1.185 0.1 0.2 0.0 0.112
H -5.688 -4.886 2.823 -0.1 0.1 -0.5 0.122
H -4.239 -5.352 3.542 0.3 -0.3 -0.2 0.123
H -6.095 -7.098 1.925 -0.1 -0.5 0.2 0.129
H -6.231 -6.907 3.696 0.0 -0.2 0.0 0.119
H -4.712 -7.656 5.043 -0.1 -0.1 -0.2 0.089
H -3.145 -7.540 4.281 0.1 -0.3 0.1 0.081
H -3.890 -9.144 4.614 0.1 -0.2 -0.4 0.083
C 3.777 0.463 -1.420 1.8 0.1 -1.0 -0.063
O 4.916 1.146 -2.033 -0.4 -0.5 0.6 -0.204
C 6.008 1.279 -1.151 0.2 -0.3 0.7 -0.257
C 7.109 2.087 -1.813 0.6 0.1 -0.2 -0.218
N 8.019 2.626 -0.814 -0.8 -0.5 0.2 -0.082
C 9.226 3.255 -1.266 0.4 0.8 1.4 -0.220
C 9.097 4.409 -2.279 1.0 -0.9 -0.3 -0.201
O 10.454 4.872 -2.475 -0.7 0.1 -0.3 -0.194
C 10.591 5.882 -3.458 -0.3 0.1 -0.9 -0.124
H 3.135 0.222 -2.263 -0.4 0.3 0.2 0.089
H 3.351 1.143 -0.684 -0.3 -0.4 0.1 0.061
H 4.122 -0.499 -1.010 -0.2 0.3 0.3 0.090
H 6.476 0.321 -0.842 -0.4 -0.1 -0.5 0.127
H 5.703 1.673 -0.155 -0.1 0.5 -0.5 0.119
H 6.722 2.852 -2.507 -0.3 -0.2 0.2 0.096
H 7.695 1.390 -2.429 -0.1 0.2 -0.1 0.129
H 7.518 3.059 -0.054 0.2 0.4 -0.1 0.105
H 9.936 2.458 -1.497 0.0 0.2 -1.1 0.122
H 9.744 3.689 -0.399 -0.4 0.1 0.1 0.122
H 8.461 5.237 -1.938 0.0 -0.2 0.2 0.127
H 8.648 3.982 -3.194 0.4 0.5 -0.1 0.114
H 10.691 6.911 -3.087 -0.2 -0.3 0.5 0.083
H 9.737 5.861 -4.150 0.0 0.1 0.1 0.081
H 11.466 5.728 -4.101 0.1 -0.4 0.4 0.083
C -6.019 -0.788 -1.206 -0.5 -1.8 0.2 -0.135
O -5.483 0.459 -1.021 0.4 1.0 -0.1 -0.178
C -4.103 0.485 -1.308 0.1 0.7 0.4 -0.206
C -3.468 1.798 -0.852 0.4 -1.5 -0.3 -0.212
N -3.582 2.893 -1.765 -1.3 1.7 0.0 -0.044
C -4.913 3.528 -1.778 -1.0 0.0 -0.4 -0.197
C -5.241 3.977 -3.208 0.8 1.6 1.2 -0.264
O -5.202 2.856 -4.019 0.0 -0.5 -0.7 -0.204
C -4.960 3.105 -5.398 -0.2 -0.1 0.6 -0.084
H -7.081 -0.692 -1.411 -0.2 0.0 0.1 0.092
H -5.865 -1.419 -0.317 -0.3 0.1 0.1 0.060
H -5.578 -1.410 -1.999 0.1 0.6 -0.3 0.092
H -3.977 0.425 -2.397 0.2 -0.5 0.1 0.114
H -3.588 -0.311 -0.750 -0.1 -0.2 -0.3 0.112
H -2.421 1.513 -0.754 0.3 0.3 0.2 0.090
H -3.843 2.009 0.152 0.0 0.4 -0.1 0.130
H -3.490 2.645 -2.742 0.6 -0.8 0.2 0.088
H -5.008 4.384 -1.101 0.3 0.0 -0.1 0.114
H -5.747 2.859 -1.519 0.4 -0.3 0.2 0.113
H -4.490 4.753 -3.459 0.2 -0.5 -0.5 0.124
H -6.177 4.549 -3.252 -0.3 -0.5 0.0 0.123
H -4.989 2.133 -5.885 0.1 0.0 -0.1 0.082
H -3.973 3.563 -5.518 -0.1 0.1 -0.2 0.091
H -5.755 3.728 -5.820 0.2 0.1 -0.1 0.089
O 3.952 -2.142 5.244 -0.1 0.8 0.0 -0.066
C 3.366 -2.918 6.277 1.0 -2.1 0.4 -0.238
C 1.888 -2.800 6.244 -0.6 0.4 -0.4 -0.263
O 1.453 -1.546 6.694 -0.2 0.4 0.2 -0.037
H 4.844 -2.426 5.039 0.1 -0.2 0.2 0.103
H 3.652 -3.971 6.100 -0.3 0.1 -0.1 0.122
H 3.749 -2.756 7.293 0.1 0.8 -0.2 0.128
H 1.397 -3.520 6.897 0.3 -0.2 0.1 0.127
H 1.549 -3.024 5.220 -0.1 0.2 0.0 0.121
H 1.963 -0.825 6.298 -0.1 -0.1 0.0 0.066
O 0.592 -4.393 1.341 -0.2 -0.5 -0.3 -0.105
C 0.572 -5.838 1.254 0.0 0.9 1.3 -0.202
C 0.592 -6.369 2.685 0.8 0.2 0.5 -0.217
O 1.956 -6.147 3.140 -0.4 -0.1 -0.2 -0.090
H 1.320 -4.164 1.937 -0.1 -0.2 -0.2 0.063
H -0.373 -6.140 0.801 0.3 0.1 -0.4 0.113
H 1.478 -6.130 0.718 -0.3 -0.5 -0.1 0.121
H 0.291 -7.416 2.821 0.2 0.0 -0.4 0.117
H -0.084 -5.762 3.303 0.0 0.0 -0.3 0.117
H 2.047 -6.341 4.078 -0.2 0.0 -0.1 0.079
O 3.589 1.076 6.270 0.2 0.3 -0.2 -0.049
C 3.384 1.871 5.107 -0.2 0.8 0.1 -0.230
C 3.722 1.117 3.857 0.7 0.7 -0.6 -0.258
O 2.921 0.004 3.718 -0.7 -1.3 -0.3 -0.078
H 4.536 0.895 6.311 -0.2 -0.1 0.2 0.093
H 2.335 2.182 5.078 -0.1 -0.6 0.0 0.113
H 3.878 2.857 5.124 0.5 -0.4 0.2 0.124
H 4.767 0.796 3.758 0.2 0.3 0.5 0.126
H 3.578 1.775 2.994 -0.3 0.0 0.0 0.121
H 3.274 -0.744 4.241 -0.2 0.3 -0.1 0.067
O 0.309 -0.506 3.255 0.9 0.4 -0.6 -0.103
C 0.496 -1.298 2.059 -0.4 0.5 0.9 -0.199
C -0.818 -1.255 1.294 0.4 0.8 0.6 -0.211
O -0.997 0.066 0.736 0.2 -0.4 -0.4 -0.087
H 1.164 -0.035 3.433 -0.7 -0.7 0.0 0.062
H 1.284 -0.869 1.428 -0.1 0.0 0.0 0.124
H 0.813 -2.310 2.345 -0.4 0.2 -0.1 0.091
H -1.691 -1.400 1.941 0.4 -0.6 0.1 0.118
H -0.749 -2.029 0.528 -0.3 0.4 -0.3 0.096
H -0.800 0.718 1.428 -0.1 -0.4 0.0 0.078
O -1.325 1.141 4.953 0.5 -0.2 0.3 -0.059
C -1.632 2.495 5.116 0.3 0.3 -1.4 -0.258
C -0.564 3.460 4.609 1.0 0.8 0.3 -0.219
O 0.065 3.168 3.329 -1.1 0.5 0.4 -0.099
H -0.806 1.029 4.141 -0.1 -0.2 0.1 0.043
H -2.553 2.678 4.547 -0.1 0.3 0.3 0.116
H -1.748 2.755 6.167 -0.3 -0.3 0.1 0.119
H 0.281 3.566 5.311 -0.4 -0.4 0.1 0.108
H -1.027 4.461 4.610 0.1 -0.2 -0.3 0.122
H -0.026 4.004 2.821 0.1 -0.5 0.2 0.038
```
Forces are in eV/Å.

The lowest unoccupied orbital energy comes out at 0.04 eV. As for the SMILES: COCCNCCOC.COCCNCCOC.COCCNCCOC.COCCNCCOC.COCCNCCOC.OCCO.OCCO.OCCO.OCCO.OCCO. The energy above the lowest of the compared OMol25 structures with the same formula, charge and spin is 92.4 kJ/mol. The calculation puts the frontier orbital gap at 8.37 eV.